No. 1
C13H48MnN22O13 | ωB97M-V/def2-TZVPD

```
97
Properties=species:S:1:pos:R:3:forces:R:3
Mn 0.083950 1.981018 -1.254099 0.141 -0.572 1.735
O 1.714663 0.483755 -0.826487 -1.122 0.308 -1.585
C 1.339235 0.087610 0.445631 1.274 0.928 1.521
C -0.144643 -0.039871 0.841733 0.078 1.051 -1.004
O -0.917687 1.088117 0.462447 0.458 -0.287 -0.374
H 1.781665 0.891033 1.065336 -0.451 -0.083 0.791
H 1.904359 -0.798610 0.774085 -0.389 -0.410 -0.095
H -0.168202 -0.107076 1.937706 0.278 -0.427 0.127
H -0.561044 -0.954593 0.401145 0.071 -0.263 0.103
C -3.609217 1.153507 3.251571 0.711 1.323 0.866
O -4.424707 1.308642 4.151634 -0.002 -0.542 -0.921
N -3.555297 1.806708 2.071090 -1.215 0.565 -0.914
N -2.436857 0.481072 3.395529 0.837 -1.760 1.389
H -2.789361 1.630157 1.438158 -0.041 -0.038 -0.177
H -4.189390 2.568669 1.907058 0.011 -0.151 0.047
H -2.368948 -0.230489 4.105678 -0.142 0.159 0.016
H -1.683986 0.508418 2.734961 -0.447 -0.074 -0.387
C -0.693369 -3.552007 3.467666 0.992 -1.114 -1.333
O -1.719889 -3.562428 2.801351 -0.597 0.492 0.903
N -0.190275 -4.590061 4.194152 0.462 -0.419 0.812
N 0.254367 -2.584253 3.329308 -0.308 1.441 -0.420
H 0.801205 -4.716436 4.087203 0.017 -0.079 0.275
H -0.675686 -5.372311 4.592085 -0.528 0.128 -0.572
H 1.142057 -2.534994 3.793203 -0.195 -0.309 0.382
H -0.049896 -1.721681 2.908663 0.087 -0.202 -0.254
C 3.214515 -0.259467 -3.937617 -1.027 -0.944 -1.958
O 3.665884 -0.367083 -5.076258 -0.016 0.295 0.622
N 3.857237 0.119676 -2.849647 0.759 0.368 1.604
N 1.886416 -0.595753 -3.669292 1.147 -0.198 -0.327
H 4.793917 0.482482 -2.864132 -0.068 -0.125 -0.126
H 3.317199 0.073868 -1.991707 0.250 0.402 0.097
H 1.501373 -0.290707 -2.783563 -0.554 0.015 -0.175
H 1.419460 -0.778412 -4.539015 -0.333 0.160 0.286
C -1.426388 -0.188184 -2.869480 -2.434 0.463 0.556
O -0.693144 0.793057 -2.711649 0.878 -0.857 -0.880
N -1.269298 -1.117162 -3.828213 1.695 0.648 -0.312
N -2.595587 -0.311427 -2.210054 -0.074 -0.226 0.242
H -1.929200 -1.846486 -4.023742 0.092 -0.049 -0.072
H -0.440116 -0.911570 -4.361990 -0.367 -0.629 -0.563
H -3.183819 -1.100004 -2.432358 -0.231 -0.028 0.525
H -2.708884 0.060806 -1.279323 0.066 0.357 -0.159
C 1.667241 4.580119 0.161123 0.869 0.507 1.356
O 0.876526 3.693703 -0.167413 0.231 -0.036 -0.996
N 2.383175 4.501387 1.321281 -0.870 -1.475 -0.338
N 1.960620 5.727738 -0.475746 -0.502 0.299 -1.093
H 2.143346 3.655801 1.821732 0.233 0.365 0.550
H 2.724717 5.317200 1.789713 0.004 -0.059 0.228
H 1.668617 5.935299 -1.415520 -0.154 -0.123 0.149
H 2.668777 6.300392 -0.061914 0.124 0.183 -0.240
C -0.817494 4.055578 2.957494 -3.365 2.168 -1.229
O -0.950580 5.077351 3.628023 1.636 -1.012 0.832
N -1.497027 4.074483 1.761240 -0.223 -0.396 -1.642
N -0.287240 2.844160 3.205771 1.180 -0.513 1.042
H -1.595871 3.298639 1.127848 0.635 -0.360 0.180
H -1.999760 4.876163 1.429984 0.394 0.488 0.717
H -0.217228 2.597748 4.181937 0.072 0.057 -0.064
H -0.621504 2.111278 2.600044 0.160 0.049 -0.155
C -4.099936 -2.190156 0.178519 -0.979 0.053 -0.506
O -4.739981 -1.719093 -0.777197 1.054 0.213 0.294
N -4.519333 -3.317032 0.781444 -0.889 -1.155 0.053
N -3.007362 -1.700710 0.784838 0.684 0.542 -0.068
H -5.269394 -3.805439 0.323163 0.052 0.015 0.154
H -4.040702 -3.764516 1.544340 0.105 0.066 -0.067
H -2.561984 -2.317907 1.445183 0.371 0.160 0.267
H -2.479051 -0.916811 0.445965 -0.263 0.084 0.019
C 5.310825 1.382365 0.155819 0.776 0.314 -0.163
O 6.471404 1.782751 0.210947 -0.771 -0.289 0.220
N 4.861706 0.185726 0.607919 -0.229 -1.209 0.382
N 4.287456 2.098070 -0.373725 0.894 0.971 -0.079
H 3.992336 -0.135723 0.212552 -0.078 -0.120 0.335
H 5.475366 -0.491392 1.024386 0.201 0.225 -0.164
H 4.630285 2.962402 -0.761906 -0.634 -0.022 -0.248
H 3.387915 1.681032 -0.552058 -0.470 0.162 -0.200
C -2.887260 3.356707 -2.036188 0.348 -0.779 2.142
O -1.806854 2.957133 -1.587138 -0.243 0.724 -0.307
N -3.359983 3.086690 -3.253247 -0.394 0.244 -1.317
N -3.773651 4.006324 -1.234807 -0.462 0.460 -0.555
H -3.105763 2.266628 -3.775082 0.407 0.127 0.129
H -4.105925 3.660599 -3.605234 -0.096 -0.269 -0.103
H -3.611836 4.250285 -0.275131 0.417 -0.111 -0.096
H -4.721221 4.053563 -1.565378 -0.069 0.099 0.275
C -0.495794 -4.656972 -2.258527 -0.789 -2.089 0.777
O -0.694842 -5.769385 -1.774046 0.325 0.791 -0.121
N -0.527669 -4.472473 -3.586740 -0.188 0.015 -1.826
N -0.322550 -3.541117 -1.538664 0.390 0.719 0.651
H -0.647917 -5.308335 -4.132372 0.069 0.099 -0.028
H -0.283884 -3.619972 -4.056983 0.216 -0.083 0.134
H -0.246195 -3.662470 -0.541263 -0.145 0.322 -0.012
H -0.230590 -2.666972 -2.026327 0.086 0.210 0.503
C 3.046459 -4.091667 0.571336 -0.955 0.514 -0.812
O 2.318787 -5.026863 0.867023 0.335 0.241 0.177
N 4.239953 -3.827483 1.137799 0.614 -0.490 0.977
N 2.704891 -3.155771 -0.372614 -0.441 -0.508 0.075
H 4.491287 -4.422136 1.908900 0.323 0.159 -0.127
H 4.826785 -3.077975 0.828023 0.128 -0.104 0.104
H 1.840432 -3.328978 -0.861361 0.230 0.236 -0.203
H 3.294882 -2.377469 -0.596565 -0.121 -0.001 -0.249
```
Forces are in eV/Å.

Properties
Multiplicity = 6
Orbital gap (spin up / spin down) = 8.5 / 8.5 eV
Energy relative to the best compared isomer or geometry (same formula, charge and spin) = 0.000 eV
Net charge = 0
DFT total energy = -104991.335 eV



No. 2
C13H48MnN22O13 | ωB97M-V/def2-TZVPD

```
97
Properties=species:S:1:pos:R:3:forces:R:3
Mn 0.083032 -1.060133 1.747470 0.353 -0.359 0.778
O 0.407706 -1.560241 -0.267832 -2.112 2.286 -0.624
C -0.360172 -0.559382 -0.931313 1.544 -1.142 1.479
C -0.130298 0.930913 -0.253291 0.371 1.073 1.561
O -0.199143 1.099547 1.178855 -0.253 -1.319 -3.666
H -1.443357 -0.645372 -0.845182 -0.369 -0.296 0.515
H -0.173559 -0.612117 -2.003920 0.435 0.913 -0.049
H -0.638617 1.735852 -0.784130 -1.266 -0.291 0.220
H 0.864246 1.314590 -0.480814 1.089 -0.962 -0.333
C -3.122646 -1.587195 1.656637 1.371 2.695 1.382
O -2.044598 -1.148884 2.026951 3.249 0.900 0.932
N -3.234942 -2.672316 1.015627 -1.657 -4.879 -3.490
N -4.209142 -0.907602 1.869732 -1.847 -0.233 -0.284
H -2.538267 -3.357480 0.760104 0.346 0.498 0.490
H -4.108121 -2.765007 0.516556 0.144 -0.587 0.044
H -4.151227 -0.023189 2.354042 -0.564 0.438 -0.011
H -5.008422 -1.436932 1.551816 -0.716 1.193 0.711
C 1.547216 4.530179 2.337564 5.911 -0.149 1.231
O 2.684967 4.111100 2.544236 -0.150 0.010 1.017
N 1.124032 5.662169 2.835669 -0.749 2.467 1.811
N 0.767210 4.037103 1.465463 -4.449 -1.938 -3.283
H 0.260532 6.042521 2.475395 0.540 0.658 0.472
H 1.873479 6.203127 3.242859 -0.578 0.406 0.062
H -0.104788 4.536549 1.566769 -0.703 -1.193 -1.069
H 0.797681 3.069928 1.176059 -0.196 0.407 0.239
C 3.188813 -1.853460 2.569881 0.135 0.086 0.183
O 2.080571 -1.579183 2.081178 -0.500 0.060 -0.146
N 3.439708 -2.131884 3.824854 -2.765 -0.461 4.124
N 4.313819 -1.904723 1.958620 3.533 0.143 -4.024
H 2.613588 -2.108687 4.405451 0.344 -0.170 0.364
H 4.326256 -2.326283 4.267959 -0.298 0.147 -0.467
H 4.452986 -1.598290 1.006345 -0.464 -0.098 0.236
H 5.160503 -2.182756 2.433942 -0.348 0.097 -0.149
C -0.745385 -5.721639 -0.204178 3.545 -1.898 1.665
O 0.367311 -5.987193 0.246680 -0.220 0.605 0.265
N -1.190321 -4.557719 -0.574044 -0.507 4.082 -0.630
N -1.660355 -6.624077 -0.350186 -2.472 -2.687 -0.362
H -2.166506 -4.531972 -0.831934 0.458 0.790 -0.056
H -0.659002 -3.762324 -0.249792 -0.178 0.320 -0.692
H -1.478849 -7.527691 0.062889 -0.398 -0.057 -0.720
H -2.385337 -6.349074 -0.997394 -0.306 -1.386 0.334
C -4.046326 2.856324 2.105920 -2.148 -3.943 1.238
O -4.318495 1.812109 2.657464 -0.060 -1.665 1.791
N -4.890329 3.815416 2.013471 -2.883 4.786 0.177
N -3.008126 2.993151 1.358003 5.245 0.896 -3.109
H -4.474717 4.735824 2.028005 -0.380 0.124 -0.347
H -5.805706 3.767993 2.437655 0.285 -0.340 0.134
H -3.201086 3.260918 0.403447 0.208 0.323 0.205
H -2.267534 2.313098 1.453641 -0.192 -0.245 -0.018
C 1.288168 3.743476 -3.194169 1.241 -2.822 -0.063
O 1.818193 2.785365 -3.660392 0.089 -3.643 -1.558
N 0.249175 3.766173 -2.422569 -5.248 -0.185 3.341
N 1.865931 4.863820 -3.285557 2.500 6.713 -1.063
H -0.196116 4.639995 -2.181176 0.207 -0.160 -0.134
H -0.275967 2.963362 -2.106627 0.638 -0.001 -0.572
H 1.565544 5.654100 -2.732995 0.180 0.049 -0.458
H 2.352861 5.029671 -4.154750 0.345 0.147 0.450
C 3.105035 -3.769417 -1.324212 1.736 -2.607 0.527
O 3.992023 -4.564286 -1.646186 -0.645 0.660 0.062
N 2.862035 -2.611147 -1.879760 0.492 2.620 -1.702
N 2.238002 -3.960328 -0.317928 0.103 -1.000 0.800
H 3.588713 -2.242810 -2.476731 -0.587 0.378 -0.087
H 2.066417 -2.139869 -1.473582 0.446 0.843 -0.775
H 2.039404 -4.940863 -0.179344 -0.729 0.323 0.758
H 1.641989 -3.163173 -0.146400 -0.443 -0.994 0.506
C -2.960827 0.663503 -4.211654 -0.859 -5.402 -0.639
O -3.108525 -0.519620 -4.569820 -0.222 0.676 0.538
N -3.199799 1.043800 -2.984521 -0.895 -0.137 4.157
N -2.583435 1.592924 -4.977438 2.167 4.517 -3.276
H -2.970239 1.934555 -2.567421 -0.272 -0.306 -0.276
H -3.541908 0.276048 -2.424506 0.035 0.484 0.316
H -2.225028 2.387606 -4.467410 0.076 0.340 -0.931
H -2.229425 1.405744 -5.904656 -0.051 -0.040 0.254
C -0.068687 -3.116660 -4.979339 1.427 -0.923 -0.694
O 0.411140 -3.920482 -5.755833 0.039 -0.344 -0.053
N 0.220130 -3.041814 -3.676243 0.577 -1.114 2.223
N -0.871057 -2.127202 -5.292031 -1.442 1.800 -1.377
H 0.023706 -2.186288 -3.176638 0.399 -0.664 -0.019
H 0.758126 -3.806734 -3.294738 0.058 0.481 0.285
H -1.480664 -1.797155 -4.557499 -0.364 0.437 -0.998
H -0.961577 -1.940582 -6.280509 -0.688 0.104 0.409
C -0.121845 0.545329 4.421138 -1.302 0.704 2.367
O 0.065185 -0.471801 3.775871 0.747 -1.216 -0.541
N -0.027924 0.660566 5.736814 0.674 -1.582 1.578
N -0.583334 1.663947 3.938197 -0.035 1.824 -4.308
H -0.213363 -0.206650 6.220186 0.398 0.547 0.788
H -0.041253 1.601260 6.104255 -0.160 -0.704 0.555
H -0.444162 1.584706 2.940969 -0.690 1.197 -0.199
H -1.096729 2.444426 4.322087 0.365 -0.596 0.354
C 4.316782 1.357870 0.493551 -2.059 -1.271 0.366
O 5.437279 1.682511 0.609119 3.891 1.274 0.267
N 3.300087 1.943318 1.103337 -1.275 2.547 1.765
N 3.919499 0.220690 -0.061405 -0.331 -2.764 -2.203
H 3.596490 2.659782 1.750583 -0.644 0.353 -0.185
H 2.304051 1.836845 0.974190 0.717 -0.466 -0.048
H 2.956299 0.148842 -0.356669 0.356 -0.452 -0.102
H 4.631323 -0.318958 -0.532783 -0.338 0.268 -0.538
```
Forces are in eV/Å.

Properties
Multiplicity = 7
Orbital gap (spin up / spin down) = 7.7 / 3.7 eV
Net charge = +1
DFT total energy = -104978.251 eV